The following is a quantum chemistry calculation of a cluster of 10 separate species, C33H75NO23 in total at a distorted geometry, from OMol25.

Output
E_LUMO, eV: 0.471
E_HOMO, Ha: -0.308
HOMO-LUMO gap, eV: 8.9
SMILES: CCOC(=O)OC.CCOC(=O)OC.CCOC(=O)OC.CCOC(=O)OC.CCOC(=O)OC.CCOC(=O)OC.COCCNCCOC.CO.CO.CO

XYZ file:
```
132
Properties=species:S:1:pos:R:3:mulliken_charge:R:1
C 19.236 -15.464 4.425 -1.44
C 17.777 -15.383 4.022 0.26
O 17.648 -14.376 3.023 -0.34
C 16.418 -13.838 2.930 0.92
O 15.548 -13.934 3.747 -0.64
O 16.424 -13.083 1.853 -0.45
C 15.299 -12.250 1.545 -0.33
H 19.364 -16.148 5.268 0.42
H 19.626 -14.522 4.815 0.37
H 19.869 -15.827 3.615 0.30
H 17.230 -15.180 4.942 0.41
H 17.479 -16.353 3.621 -0.09
H 14.488 -12.881 1.182 0.09
H 15.673 -11.643 0.728 0.10
H 15.001 -11.671 2.416 0.40
C 15.632 -16.405 -2.555 -1.78
C 14.964 -17.489 -1.749 1.24
O 15.403 -18.771 -2.206 -0.40
C 14.672 -19.807 -1.850 0.78
O 13.607 -19.802 -1.282 -0.48
O 15.288 -20.904 -2.251 -0.40
C 14.641 -22.164 -2.142 -0.58
H 15.355 -15.384 -2.307 0.31
H 15.354 -16.495 -3.612 0.38
H 16.719 -16.509 -2.572 0.37
H 13.882 -17.418 -1.874 -0.01
H 15.095 -17.298 -0.682 -0.17
H 15.234 -22.864 -2.721 0.25
H 13.606 -22.125 -2.468 0.20
H 14.715 -22.474 -1.099 0.27
C 10.540 -17.978 0.422 -0.49
C 10.704 -16.659 -0.300 0.38
O 12.097 -16.354 -0.268 0.51
C 12.558 -15.136 -0.537 0.36
O 13.710 -14.847 -0.361 -0.52
O 11.583 -14.317 -0.889 -0.46
C 11.900 -12.976 -1.185 0.26
H 9.495 -18.209 0.626 0.06
H 11.029 -17.912 1.400 -0.27
H 11.009 -18.838 -0.054 0.31
H 10.075 -15.891 0.145 -0.37
H 10.393 -16.808 -1.339 0.37
H 12.268 -12.425 -0.317 0.00
H 11.056 -12.371 -1.516 -0.70
H 12.605 -12.846 -2.006 0.46
C 6.445 -17.513 -0.864 -0.88
C 6.846 -18.487 -1.952 -0.32
O 7.950 -19.229 -1.447 -0.11
C 8.452 -20.199 -2.203 0.62
O 7.966 -20.632 -3.217 -0.59
O 9.500 -20.706 -1.577 -0.22
C 10.324 -21.605 -2.314 -0.53
H 7.319 -16.953 -0.519 -0.03
H 6.032 -18.017 0.010 0.30
H 5.747 -16.749 -1.205 0.47
H 7.140 -17.911 -2.834 0.31
H 6.029 -19.165 -2.204 0.32
H 10.271 -21.405 -3.381 0.39
H 9.959 -22.624 -2.164 0.35
H 11.327 -21.574 -1.899 -0.05
C 6.970 -17.474 4.396 -1.40
C 7.851 -17.762 3.202 0.08
O 9.064 -17.027 3.279 -0.16
C 9.128 -15.880 2.612 0.61
O 8.243 -15.422 1.935 -0.62
O 10.328 -15.373 2.787 -0.13
C 10.541 -14.003 2.450 -0.85
H 7.404 -17.741 5.363 0.30
H 6.010 -17.994 4.405 0.40
H 6.737 -16.405 4.434 0.31
H 7.318 -17.517 2.285 0.06
H 8.102 -18.823 3.234 0.35
H 11.614 -13.867 2.567 0.34
H 9.978 -13.300 3.058 0.52
H 10.308 -13.822 1.399 0.19
C 10.776 -9.540 -3.372 -0.58
C 9.235 -9.565 -3.431 -0.36
O 8.785 -10.894 -3.467 -0.39
C 8.681 -11.643 -2.397 0.83
O 8.867 -11.275 -1.260 -0.59
O 8.269 -12.844 -2.732 -0.44
C 8.225 -13.851 -1.738 -0.40
H 11.142 -10.250 -2.632 -0.13
H 11.245 -8.583 -3.144 0.40
H 11.120 -9.814 -4.372 0.32
H 8.821 -8.988 -4.250 0.34
H 8.874 -9.088 -2.513 0.29
H 7.452 -14.592 -1.901 0.26
H 8.142 -13.463 -0.719 0.34
H 9.212 -14.324 -1.698 0.08
C 14.009 -16.702 2.391 -0.19
O 14.662 -17.915 2.727 -0.56
C 14.075 -19.012 2.060 1.12
C 14.731 -20.306 2.537 -1.09
N 16.201 -20.244 2.382 -0.27
C 16.625 -20.509 1.004 -0.04
C 18.138 -20.356 0.918 -1.01
O 18.619 -19.106 1.367 -0.36
C 18.064 -17.998 0.689 -0.26
H 12.920 -16.784 2.401 -0.12
H 14.396 -16.314 1.446 0.27
H 14.331 -15.987 3.149 0.23
H 14.217 -18.903 0.979 -0.44
H 13.005 -19.114 2.279 0.10
H 14.334 -21.158 1.983 0.32
H 14.483 -20.402 3.596 0.35
H 16.387 -19.256 2.544 0.18
H 16.124 -19.859 0.274 0.02
H 16.318 -21.526 0.750 0.53
H 18.431 -20.499 -0.134 0.36
H 18.628 -21.127 1.508 0.34
H 16.984 -17.880 0.852 -0.12
H 18.281 -18.089 -0.380 0.34
H 18.480 -17.105 1.156 0.25
C 11.077 -10.515 1.408 -0.32
O 12.488 -10.687 1.456 -0.36
H 10.780 -10.602 0.363 0.06
H 10.516 -11.178 2.067 0.11
H 10.792 -9.482 1.648 0.39
H 12.780 -10.532 2.360 0.22
C 14.107 -9.886 -1.445 -0.42
O 14.394 -11.142 -2.045 -0.42
H 14.757 -9.762 -0.578 0.24
H 14.217 -9.127 -2.228 0.38
H 13.083 -9.731 -1.106 0.01
H 15.279 -11.154 -2.410 0.26
C 11.965 -18.920 4.988 -0.29
O 12.393 -20.186 5.497 -0.56
H 11.367 -18.457 5.785 0.41
H 12.836 -18.299 4.774 0.22
H 11.266 -18.887 4.154 -0.08
H 12.955 -19.983 6.247 0.32
```